The following is a DFT calculation (the ωB97M-V functional and the def2-TZVPD basis) of a structure of composition C51H54Cl3GeInN3O7STe.

The total charge is -1. The value obtained for the electronic energy is -6980.8482 a.u. The LUMO energy is 1.41 eV. The energy above the lowest of the compared OMol25 structures with the same formula, charge and spin comes out at 0.000 eV. The HOMO energy comes out at -4.9 eV.

XYZ file:
```
122
Properties=species:S:1:pos:R:3:forces:R:3
In -0.28797 0.32265 -1.01264 -0.0006 0.1824 -0.6552
C 2.33887 -1.40574 -8.31666 -0.0390 -0.0131 0.0129
C 2.37955 -1.22315 -6.82268 -0.0046 0.0040 -0.0132
C 3.21376 -2.00153 -6.02598 -0.0275 -0.0397 0.0085
C 3.23433 -1.84448 -4.64810 -0.0435 -0.0241 0.0085
C 2.40369 -0.90381 -4.05729 0.1281 0.2102 -0.0608
C 1.58700 -0.09704 -4.83484 -0.0150 -0.0421 -0.0140
C 1.57246 -0.26930 -6.20925 0.0054 0.0013 -0.0013
S 2.52329 -0.69720 -2.29898 0.0410 0.0573 0.3342
O 3.93318 -0.54674 -2.02914 -0.0151 -0.0386 -0.1028
O 1.83448 -1.77676 -1.64470 -0.0323 -0.0501 -0.1007
N 1.69816 0.62927 -1.92097 -0.0058 0.0511 -0.2112
C 2.19513 1.89902 -2.12437 -0.0266 -0.0943 0.0489
C 3.35600 2.23815 -2.79286 -0.0392 0.0092 -0.0164
C 3.75067 3.58040 -2.93235 -0.0050 -0.0272 -0.0149
C 3.01245 4.60626 -2.41724 0.0288 0.0063 0.0139
C 1.81763 4.30703 -1.72581 -0.0216 0.0354 -0.0003
C 1.00006 5.30622 -1.15615 0.0226 -0.0011 0.0042
C -0.13997 4.95606 -0.49653 -0.0113 0.0012 -0.0009
C -0.48283 3.59455 -0.41334 -0.0113 -0.0037 -0.0179
N 0.25088 2.64089 -0.92729 0.1326 -0.0142 0.0367
C 1.40272 2.96486 -1.58079 -0.0414 -0.0346 0.0626
H 3.14507 -2.05509 -8.65808 -0.0024 0.0051 0.0002
H 2.42815 -0.44790 -8.83195 0.0058 -0.0084 -0.0013
H 1.39075 -1.85358 -8.62466 0.0110 0.0000 -0.0032
H 3.86297 -2.73625 -6.48919 -0.0079 0.0030 0.0016
H 3.89913 -2.43530 -4.03029 -0.0014 0.0021 -0.0090
H 0.95544 0.64389 -4.36401 -0.0151 -0.0115 0.0113
H 0.91376 0.34394 -6.81474 0.0140 0.0089 0.0068
H 3.98577 1.45824 -3.19149 0.0200 0.0095 -0.0015
H 4.67179 3.79275 -3.46125 0.0024 -0.0121 0.0060
H 3.32768 5.63761 -2.51632 -0.0164 -0.0019 -0.0044
H 1.29518 6.34501 -1.25394 0.0044 -0.0079 0.0039
H -0.78844 5.69737 -0.04884 -0.0045 -0.0083 -0.0038
H -1.39856 3.28617 0.06670 -0.0082 -0.0088 -0.0039
C -1.08764 -4.45621 -6.37734 0.0270 0.0054 -0.0460
O -1.97368 -3.40898 -6.72559 -0.0451 -0.0749 0.0261
C -2.02172 -2.34538 -5.87758 0.0070 0.0465 -0.0151
C -2.97003 -1.35013 -6.23003 0.0177 0.0025 -0.0065
C -3.07402 -0.23986 -5.44714 0.0069 -0.0096 0.0071
C -2.25326 -0.02804 -4.31194 -0.0634 -0.0695 0.0952
C -2.34623 1.15135 -3.50409 0.1097 0.0356 -0.1425
C -3.56635 2.04569 -3.55456 0.0309 0.0513 -0.0584
O -1.46235 1.49470 -2.69859 -0.1564 0.1021 0.2671
C -1.29021 -1.03913 -3.95338 0.0006 0.0944 -0.0664
O -0.49981 -0.94094 -2.97687 -0.0542 -0.1051 0.1331
C -1.22588 -2.21233 -4.77686 0.0154 0.0158 0.0274
H -1.22966 -5.23481 -7.12284 0.0023 0.0017 -0.0093
H -1.31491 -4.85254 -5.38482 -0.0024 -0.0026 -0.0059
H -0.04805 -4.11738 -6.39458 -0.0026 0.0041 0.0119
H -3.57727 -1.49142 -7.11343 0.0078 -0.0006 0.0024
H -3.78342 0.52250 -5.74157 -0.0290 -0.0154 0.0386
H -4.09000 2.04403 -4.50657 -0.0070 0.0030 0.0063
H -3.26513 3.05851 -3.29298 0.0039 -0.0055 -0.0021
H -4.25483 1.69147 -2.78295 0.0067 -0.0042 -0.0075
H -0.49042 -2.94854 -4.48543 0.0015 0.0178 -0.0003
Cl 4.32904 -3.31035 2.67550 -0.0825 0.0552 -0.0133
Ge 4.19266 -2.24519 0.54465 0.1270 -0.1307 0.2927
Cl 4.19394 -0.04346 1.46459 -0.0026 -0.0590 -0.0033
Cl 6.42125 -2.37003 0.08507 -0.0013 0.0391 0.0265
O 1.17754 0.51622 0.95879 -0.1820 -0.2119 0.0662
H 0.78663 -0.19724 1.48170 -0.0374 0.1023 0.1117
H 2.13520 0.30383 0.91798 0.0682 0.0761 -0.0161
C -3.90917 1.82630 1.70613 -0.0048 -0.0426 -0.0067
C -2.55953 1.34910 1.18409 -0.0533 -0.1255 -0.0315
O -2.40738 1.35755 -0.05363 0.1131 0.1237 0.1353
N -1.55279 0.95099 1.97466 -0.0113 0.0903 -0.0636
Te -1.93161 0.64627 3.86355 -0.0595 -0.0174 -0.0176
C -0.72927 1.96122 5.02141 -0.0441 0.0682 0.0499
C 0.09135 2.97928 4.53275 -0.0478 0.0206 0.0231
C 0.32807 3.28321 3.07718 0.0253 -0.0305 0.0012
C 0.79262 3.75080 5.46128 -0.0025 -0.0027 -0.0057
C 0.71149 3.53473 6.82365 0.0326 -0.0126 0.0047
C 1.51639 4.35314 7.79555 -0.0392 0.0076 -0.0017
C -0.12559 2.52051 7.27896 0.0171 0.0114 0.0218
C -0.85308 1.73037 6.40472 -0.0230 0.0208 -0.0148
C -1.72179 0.63623 6.97665 0.0218 -0.0035 -0.0371
C -0.85793 -1.14957 4.05105 -0.0759 -0.0387 0.0113
C 0.52127 -1.22716 4.25679 0.0064 0.0450 0.0157
C 1.45988 -0.05202 4.30643 0.0540 -0.0263 -0.0472
C 1.08228 -2.49411 4.39814 0.1216 0.0278 -0.0802
C 0.32867 -3.64945 4.32351 -0.0882 -0.0644 -0.0376
C 0.98494 -4.99603 4.43093 0.0142 -0.0177 -0.0247
C -1.04022 -3.53703 4.09125 0.0158 0.0439 0.0388
C -1.65448 -2.30431 3.94351 0.0358 -0.0451 0.0301
C -3.12369 -2.25877 3.60230 0.0583 0.0688 -0.0204
H -4.47300 2.24961 0.87912 -0.0035 -0.0129 -0.0051
H -3.79397 2.58246 2.48603 -0.0146 -0.0081 0.0078
H -4.47721 0.99076 2.12308 0.0052 0.0038 0.0086
H -0.19560 2.61471 2.40411 -0.0135 -0.0410 -0.0364
H 1.39263 3.19011 2.85059 -0.0014 0.0112 0.0088
H 0.03598 4.31311 2.85837 -0.0022 -0.0092 -0.0047
H 1.44502 4.53143 5.08346 0.0063 -0.0156 0.0009
H 2.20336 5.01860 7.27502 -0.0045 0.0039 0.0046
H 2.10028 3.70668 8.45219 0.0043 0.0068 -0.0001
H 0.86538 4.96064 8.42755 0.0041 0.0028 -0.0018
H -0.20767 2.33531 8.34505 0.0136 -0.0149 -0.0086
H -1.66447 0.64174 8.06368 0.0022 -0.0014 0.0005
H -1.40396 -0.35217 6.63351 -0.0007 -0.0007 0.0090
H -2.77169 0.76381 6.70058 -0.0018 -0.0031 0.0090
H 1.10073 0.79277 3.72648 0.0543 -0.0458 -0.0749
H 2.42455 -0.34284 3.89183 0.0498 -0.0226 -0.0221
H 1.62186 0.28077 5.33549 -0.0374 0.0405 -0.0128
H 2.15741 -2.56997 4.50464 0.0507 -0.0084 -0.0190
H 2.06968 -4.89869 4.45157 -0.0234 -0.0038 -0.0024
H 0.72207 -5.61615 3.57190 -0.0048 -0.0078 0.0087
H 0.65488 -5.52018 5.33063 0.0103 -0.0031 0.0062
H -1.63919 -4.43522 3.98123 0.0073 0.0123 -0.0151
H -3.51030 -3.26969 3.48662 0.0017 0.0089 0.0003
H -3.28498 -1.74911 2.64684 0.0019 -0.0237 0.0092
H -3.71571 -1.75648 4.37182 -0.0043 0.0108 0.0210
C -2.37542 -3.89162 0.52324 -0.0138 0.0003 0.0075
C -3.15056 -2.86851 -0.01022 0.0048 0.0017 -0.0332
C -2.56077 -1.66232 -0.36934 0.0471 -0.0284 0.0940
C -1.19291 -1.43771 -0.18176 0.0290 -0.0691 0.0448
C -0.43384 -2.47361 0.36274 -0.0294 -0.0008 0.0031
C -1.01493 -3.69148 0.70286 0.0066 0.0304 0.0283
H -2.82792 -4.84325 0.77968 0.0001 0.0004 0.0035
H -4.21395 -3.01849 -0.16485 0.0049 -0.0054 -0.0228
H -3.17666 -0.88774 -0.81356 -0.0082 -0.0147 0.0063
H 0.63884 -2.36172 0.48527 0.0061 -0.0116 -0.0458
H -0.39202 -4.48961 1.09048 -0.0005 0.0079 0.0368
```
Forces are in eV/Å.

These are the Mulliken partial charges, in e, on atoms 1 to 99: number 1, In, carries 2.43; number 2, C, carries -1.48; number 3, C, carries 1.05; number 4, C, carries -1.05; number 5, C, carries -0.83; number 6, C, carries 0.24; number 7, C, carries -0.14; number 8, C, carries -0.70; number 9, S, carries 1.14; number 10, O, carries -0.70; number 11, O, carries -0.46; number 12, N, carries 0.04; number 13, C, carries 0.21; number 14, C, carries -0.94; number 15, C, carries -0.87; number 16, C, carries -1.01; number 17, C, carries 1.24; number 18, C, carries -1.01; number 19, C, carries -1.35; number 20, C, carries -0.42; number 21, N, carries 0.69; number 22, C, carries -0.43; number 23, H, carries 0.38; number 24, H, carries 0.34; number 25, H, carries 0.27; number 26, H, carries 0.31; number 27, H, carries 0.55; number 28, H, carries 0.03; number 29, H, carries 0.43; number 30, H, carries 0.59; number 31, H, carries 0.41; number 32, H, carries 0.40; number 33, H, carries 0.40; number 34, H, carries 0.56; number 35, H, carries 0.56; number 36, C, carries -0.70; number 37, O, carries -0.48; number 38, C, carries 1.23; number 39, C, carries -1.17; number 40, C, carries -0.98; number 41, C, carries 0.52; number 42, C, carries 0.41; number 43, C, carries -1.70; number 44, O, carries -0.05; number 45, C, carries -0.60; number 46, O, carries 0.16; number 47, C, carries -0.25; number 48, H, carries 0.26; number 49, H, carries 0.32; number 50, H, carries 0.23; number 51, H, carries 0.44; number 52, H, carries 0.18; number 53, H, carries 0.53; number 54, H, carries 0.27; number 55, H, carries 0.24; number 56, H, carries 0.24; number 57, Cl, carries -0.53; number 58, Ge, carries 0.60; number 59, Cl, carries -0.47; number 60, Cl, carries -0.49; number 61, O, carries 0.85; number 62, H, carries -0.22; number 63, H, carries -0.71; number 64, C, carries -1.98; number 65, C, carries 0.51; number 66, O, carries -0.52; number 67, N, carries 0.48; number 68, Te, carries 0.71; number 69, C, carries 0.31; number 70, C, carries 1.36; number 71, C, carries -0.80; number 72, C, carries -1.06; number 73, C, carries 0.84; number 74, C, carries -1.65; number 75, C, carries -1.07; number 76, C, carries 0.53; number 77, C, carries -1.68; number 78, C, carries 1.76; number 79, C, carries 0.03; number 80, C, carries -1.11; number 81, C, carries -0.68; number 82, C, carries 0.51; number 83, C, carries -1.64; number 84, C, carries -0.70; number 85, C, carries 0.74; number 86, C, carries -2.20; number 87, H, carries 0.40; number 88, H, carries 0.39; number 89, H, carries 0.36; number 90, H, carries -0.92; number 91, H, carries 0.40; number 92, H, carries 0.76; number 93, H, carries 0.36; number 94, H, carries 0.35; number 95, H, carries 0.36; number 96, H, carries 0.34; number 97, H, carries 0.37; number 98, H, carries 0.46; number 99, H, carries 0.27